A molecular structure, C35H38N9PbS5, computed with ωB97M-V/def2-TZVPD.

Cartesian coordinates (Å):
Pb 0.39456 -0.70989 1.02133
C -3.05961 0.02208 1.93438
C -2.25856 0.43045 3.18543
C -1.36977 1.62261 2.94542
C -1.75425 2.88954 3.36022
C -0.91502 3.96710 3.13134
C 0.30381 3.74965 2.51090
C 0.62225 2.46587 2.11886
N -0.19890 1.42130 2.31737
N -2.33656 -0.87880 1.00751
C -2.66942 -2.28981 1.31333
C -2.04747 -2.78312 2.59997
C -2.79691 -3.25946 3.66290
C -2.13432 -3.73594 4.78719
C -0.74936 -3.72294 4.81461
C -0.07642 -3.20717 3.71582
N -0.71285 -2.74391 2.63840
C -2.71006 -0.55695 -0.38873
C -1.99292 -1.36959 -1.43861
C -2.59992 -1.61836 -2.66023
C -1.89930 -2.31336 -3.63173
C -0.61848 -2.76075 -3.34862
C -0.09832 -2.49768 -2.09563
N -0.76045 -1.79981 -1.16405
H -3.98605 -0.46574 2.25690
H -3.34341 0.92588 1.39492
H -2.96486 0.68017 3.97641
H -1.65585 -0.41243 3.53028
H -2.71158 3.02462 3.84892
H -1.20974 4.96293 3.43687
H 0.99668 4.55844 2.32346
H 1.56244 2.25077 1.62639
H -3.75602 -2.41710 1.35540
H -2.28547 -2.91008 0.50639
H -3.87913 -3.25788 3.61465
H -2.69773 -4.11578 5.63116
H -0.19956 -4.10052 5.66756
H 1.00992 -3.15513 3.69066
H -3.79097 -0.67108 -0.53447
H -2.46649 0.49653 -0.54941
H -3.60795 -1.26439 -2.84645
H -2.35409 -2.51986 -4.59248
H -0.03383 -3.30779 -4.07712
H 0.88286 -2.85835 -1.81862
C 2.56261 -0.01833 6.65510
C 2.80961 -0.36206 5.22183
C 3.88045 -0.94753 4.58790
C 3.52790 -1.02399 3.22215
N 2.31450 -0.52220 3.02684
N 1.89817 -0.13002 4.25464
C 4.35165 -1.54946 2.08887
H 3.49386 -0.05464 7.21481
H 1.86631 -0.72460 7.11272
H 2.13867 0.98284 6.75216
H 4.80388 -1.28021 5.04056
H 1.01360 0.33945 4.34789
H 5.14938 -2.18750 2.46290
H 4.80815 -0.72811 1.53358
H 3.74341 -2.12282 1.38870
S -2.46675 3.14979 0.03719
C -2.68709 3.35768 -1.59493
N -3.38665 4.35852 -2.13453
C -3.35267 4.56121 -3.57836
C -2.80385 3.27215 -4.19561
S -2.03600 2.31593 -2.84155
H -3.74716 5.07112 -1.52075
H -2.71112 5.40859 -3.82105
H -4.35309 4.77644 -3.94623
H -2.03971 3.47994 -4.93839
H -3.58181 2.66504 -4.65076
S 4.43724 -2.37236 -3.47693
C 3.47457 -1.10604 -3.05657
S 3.00626 -0.76394 -1.40399
C 1.85596 0.45476 -1.94145
N 1.91028 0.65181 -3.21041
N 2.83203 -0.18613 -3.82668
C 3.03121 0.04090 -5.23370
C 1.93940 0.45351 -5.99035
C 2.10563 0.74349 -7.33494
C 3.35558 0.62475 -7.92701
C 4.43803 0.21315 -7.16393
C 4.28377 -0.08228 -5.81642
S 0.79742 1.28948 -0.86345
H 0.97313 0.54595 -5.51425
H 1.25588 1.06698 -7.92341
H 3.48717 0.85371 -8.97793
H 5.41993 0.12798 -7.61323
H 5.12932 -0.40724 -5.22977

Summary:
- 2S+1 = 1
- total charge = +1
- lowest unoccupied orbital energy (eV) = -2.1
- DFT total energy (hartree) = -4033.0051
- HOMO (Ha) = -0.343
- gap between HOMO and LUMO (eV) = 7.256
- energy above the lowest of the compared OMol25 structures with the same formula, charge and spin (kcal per mole) = 7.35

Atomic partial charges in e from the Löwdin method, atoms 1 to 5: Pb 1.23; C -0.16; C -0.10; C -0.31; C -0.04